Entry 1:
A single C8H14N2O5 molecule, computed with wB97M-V/def2-TZVPD.

## Properties
Orbital gap (alpha / beta): 0.3152 / 0.3152 hartree
Maximum force: 4.7 eV/A
Molecular weight: 218.21 g mol⁻¹
Energy relative to the best compared isomer or geometry (same formula, charge and spin): 6.963 eV
SMILES: N[C@](CO)(C(=O)O)C1(N=O)CCOCC1

ORCA input file:
```
! wB97M-V def2-TZVPD RIJCOSX def2/J DEFGRID3
* xyz 0 1
C -2.1665 -0.6687 0.2854
C 0.7602 -1.2823 0.5466
C 1.3170 1.0300 -0.4744
C 2.1454 -1.7446 0.1151
C 2.5931 0.3700 -0.8099
C 0.3134 -0.1158 -0.2713
C -1.7897 1.8463 -0.3536
C -1.3159 0.5807 0.4017
N -0.1698 -0.5336 -1.5779
N -0.8060 0.8275 1.7299
O -3.0071 -0.8006 -0.5621
O -2.1677 -1.4916 1.3094
O -0.6553 -1.6185 -1.6918
O 3.0343 -0.6399 0.1677
O -2.1385 1.4280 -1.7379
H 0.0289 -2.1709 0.4364
H 0.8811 -1.0660 1.5366
H 1.3962 1.5539 0.4325
H 0.9585 1.7927 -1.1255
H 2.5987 -2.4127 0.8327
H 2.0724 -2.1824 -0.9902
H 2.4525 -0.1578 -1.6978
H 3.3888 1.0393 -0.9113
H -2.8586 2.0416 0.1641
H -1.2022 2.7729 -0.3341
H -1.5063 -1.3144 2.0996
H -1.5282 0.7056 2.4455
H -0.5017 1.7429 1.6891
H -2.1270 0.4682 -1.6540
*
```

These are the natural (NBO) partial charges, in e, on atoms 1 to 6:
1. C 0.76
2. C -0.52
3. C -0.47
4. C -0.05
5. C -0.07
6. C 0.13

Entry 2:
A gas-phase ion, C8H14N2P (charge +1), computed with wB97M-V/def2-TZVPD.

## Properties
Orbital gap: 0.3095 hartree
Maximum force: 4.6 eV/A
Molecular weight: 169.19 g mol⁻¹
Energy relative to the best compared isomer or geometry (same formula, charge and spin): 0.644 eV
SMILES: CP[C@@]1(C)C=CC=NC(C)=[NH+]1

ORCA input file:
```
! wB97M-V def2-TZVPD RIJCOSX def2/J DEFGRID3
* xyz 1 1
C -1.6089 -1.9564 0.9658
C -0.3190 -1.6114 0.9022
C -2.6911 -1.2028 0.3921
C -1.5920 0.9218 0.1392
C 0.2843 -0.5809 -0.0175
C -2.1835 2.2062 0.2234
C 0.2467 -1.0779 -1.4728
C 2.3984 1.0580 1.2283
N -2.6349 0.0173 -0.0267
N -0.3137 0.7375 0.1452
P 2.1538 -0.6199 0.6274
H -1.8931 -2.8423 1.5404
H 0.3447 -2.2605 1.4362
H -3.6807 -1.7302 0.1821
H -2.0607 2.6245 -0.7620
H -1.6270 2.9373 0.8475
H -3.2881 2.3295 0.5305
H 0.4499 -0.3174 -2.1655
H -0.7703 -1.4428 -1.6474
H 1.0863 -1.7756 -1.6248
H 1.5863 1.4206 1.8510
H 2.6326 1.9096 0.5638
H 3.1601 0.8868 1.9530
H 0.2326 1.5707 0.3402
H 2.7216 -0.2604 -0.6440
*
```

These are the natural (NBO) partial charges, in e, on atoms 1 to 6:
1. C -0.29
2. C -0.09
3. C 0.21
4. C 0.57
5. C -0.16
6. C -0.70

Entry 3:
A molecular structure, C8H14N2PRu, computed with wB97M-V/def2-TZVPD.

## Properties
Orbital gap (alpha / beta): 0.2902 / 0.2376 hartree
Maximum force: 7.2 eV/A
Molecular weight: 270.26 g mol⁻¹
<S²>: 6.03

ORCA input file:
```
! wB97M-V def2-TZVPD RIJCOSX def2/J DEFGRID3
* xyz 1 5
C -0.0605 -0.5141 -1.2819
C -0.9638 -1.1542 -2.1992
C -0.4975 -2.4850 -2.4137
C 0.7223 -2.6689 -1.7214
C 1.0087 -1.4501 -1.0015
Ru 0.7531 1.3753 0.7298
P -0.3868 3.0933 0.1746
H -0.1308 0.5320 -0.8580
H -1.8443 -0.6774 -2.6301
H -1.0028 -3.2278 -3.0182
H 1.8616 -1.1879 -0.3531
H 1.3475 -3.5556 -1.6915
H -1.6089 3.2635 0.9108
H -0.8428 3.2557 -1.1767
H 0.2779 4.3392 0.3986
C 1.1079 -0.7121 5.4301
N 0.2110 0.2628 4.7882
C -1.0250 0.6389 5.4978
C 0.4252 0.6419 3.5905
N 0.6648 0.9107 2.4612
H 0.8646 -0.7225 6.4954
H 2.1524 -0.4189 5.2840
H 0.9631 -1.7212 5.0123
H -1.2209 1.7107 5.3800
H -1.8936 0.0771 5.1128
H -0.8801 0.3974 6.5552
*
```

These are the natural (NBO) partial charges, in e, on atoms 1 to 6:
1. C -0.39
2. C -0.04
3. C -0.28
4. C -0.21
5. C -0.11
6. Ru 0.58

Entry 4:
2 unconnected molecules or ions with the total composition C8H14N3O, computed with wB97M-V/def2-TZVPD.

## Properties
Orbital gap: 0.3137 hartree
Maximum force: 0.8 eV/A
Molecular weight: 168.22 g mol⁻¹
Energy relative to the best compared isomer or geometry (same formula, charge and spin): 1.891 eV

ORCA input file:
```
! wB97M-V def2-TZVPD RIJCOSX def2/J DEFGRID3
* xyz 1 1
C 1.9642 2.4182 -0.4741
C 2.9138 1.4036 -0.7445
C 0.7329 1.8871 -0.7007
C 2.2243 0.2984 -1.1362
C -1.1260 -0.7139 1.7032
C 0.2488 -1.5599 -2.1430
C -1.4413 0.0076 -1.2577
C -0.1537 -0.2766 -1.4833
N 0.8766 0.5796 -1.1087
N -0.3369 0.1332 2.3031
N -2.1759 -1.2472 2.2745
O -2.5683 -0.8206 3.5295
H 2.1724 3.4218 -0.1655
H 3.9783 1.4946 -0.6706
H -0.2254 2.3613 -0.6478
H 2.6004 -0.6607 -1.4221
H 0.7677 -1.3581 -3.0785
H 0.9141 -2.1465 -1.5107
H -0.6325 -2.1553 -2.3644
H -2.2108 -0.6467 -1.6215
H -1.7744 0.9351 -0.8308
H -0.9622 -0.9579 0.6478
H 0.4631 0.5354 1.8332
H -0.5456 0.4379 3.2479
H -2.8584 -1.7875 1.7514
H -2.8451 -1.5827 4.0693
*
```

These are the natural (NBO) partial charges, in e, on atoms 1 to 6:
1. C -0.27
2. C -0.28
3. C -0.09
4. C -0.06
5. C 0.34
6. C -0.66

Entry 5:
A gas-phase ion, C8H14N3O (charge +1), computed with wB97M-V/def2-TZVPD.

## Properties
Orbital gap: 0.3086 hartree
Maximum force: 5.3 eV/A
Molecular weight: 168.22 g mol⁻¹
Energy relative to the best compared isomer or geometry (same formula, charge and spin): 3.620 eV
SMILES: C=C[N+](=C)[C@@](C=C)(NC)C(N)=O

ORCA input file:
```
! wB97M-V def2-TZVPD RIJCOSX def2/J DEFGRID3
* xyz 1 1
C -2.3715 0.3919 -1.1571
C 3.3314 -0.5501 0.4227
C 1.0803 -1.1687 -1.3236
C -1.0530 0.4260 -1.2974
C 2.2219 0.1854 0.2398
C 0.1287 2.2036 -0.1139
C -0.9317 -1.3630 1.2103
C -0.0526 0.5590 -0.2021
N -0.7708 2.7764 0.6368
N -0.4432 0.0240 1.1138
N 1.1245 -0.2323 -0.4820
O 1.1254 2.7036 -0.5903
H -3.0917 0.4352 -1.9288
H -2.9243 0.3351 -0.1882
H 4.1493 -0.0879 0.9107
H 3.6484 -1.5517 0.0225
H 0.1435 -1.3183 -1.9074
H 1.7495 -1.9776 -1.2483
H -0.5664 0.5813 -2.4042
H 2.1779 1.0692 0.7271
H -1.7334 -1.2907 1.9157
H -1.3457 -1.6892 0.3015
H -0.0906 -2.1136 1.6290
H -1.4047 2.2324 1.0981
H -0.9057 3.7849 0.6778
H 0.3211 0.3270 1.8963
*
```

These are the natural (NBO) partial charges, in e, on atoms 1 to 6:
1. C -0.32
2. C -0.29
3. C 0.08
4. C -0.29
5. C -0.07
6. C 0.69

Entry 6:
A molecular structure, C8H14N3PrS, computed with wB97M-V/def2-TZVPD.

## Properties
Orbital gap (alpha / beta): 0.2671 / 0.2717 hartree
Maximum force: 2.8 eV/A
Molecular weight: 325.20 g mol⁻¹
Energy relative to the best compared isomer or geometry (same formula, charge and spin): 1.032 eV
<S²>: 2.00

ORCA input file:
```
! wB97M-V def2-TZVPD RIJCOSX def2/J DEFGRID3
* xyz 2 3
C -2.2965 1.0536 -0.0396
C -1.4411 2.1377 -0.0696
H -2.7540 0.6473 0.8828
H -2.6327 0.5435 -0.9635
H -1.0132 2.5227 -1.0177
H -1.0950 2.6831 0.8310
Pr 0.1073 0.1824 0.3166
C 0.2663 -1.8338 -1.4580
C 0.1437 -0.6351 -2.2510
C 2.1711 -0.5259 -1.1031
C 1.5161 -1.7600 -0.7434
H -0.6604 -0.4246 -2.9676
H 1.5266 1.1409 -2.5132
H 3.1325 -0.1726 -0.7031
C 1.3212 0.1719 -2.0368
H 1.9334 -2.5419 -0.0877
H -0.4167 -2.6913 -1.4855
N -0.7223 -1.4820 2.2225
N -0.8173 -0.2032 2.7764
C 0.2921 0.5492 3.0998
N -0.0383 1.7671 3.6108
S 1.8992 0.3189 2.5690
H 0.2759 -1.7086 2.1063
H -1.1576 -2.2281 2.7759
H -1.6898 0.0763 3.2222
H 0.7324 2.3691 3.8628
H -0.9239 1.9594 4.0675
*
```

These are the natural (NBO) partial charges, in e, on atoms 1 to 6:
1. C -0.37
2. C -0.41
3. H 0.25
4. H 0.28
5. H 0.28
6. H 0.26

Among the records above, which one has the lowest maximum force?
number 4